Formula: C33H47N7O6S3SiW
Source: the OMol25 dataset
Level of theory: ωB97M-V with the def2-TZVPD basis set

Output
* strongest force on any atom: 0.4 eV Å⁻¹
* DFT total energy: -3670.99736 a.u.
* total charge: +2
* orbital gap: 5.34 eV
* HOMO energy: -0.475 Eh
* ΔE to the lowest compared entry with this formula, charge and spin: 56.4 kJ/mol

Last column: Mulliken charge in e.
Geometry (Å):
N -0.5802 1.6876 2.3521  1.27
H -0.3457 4.0304 -6.5328  0.36
C 0.6999 4.6681 3.9009  -1.21
C -3.0860 -0.4407 -3.5539  -1.35
N -1.4484 3.4376 3.3563  0.04
C -2.6082 0.4462 -2.4121  0.12
C -1.2311 -1.2180 2.6754  0.55
C 1.8560 2.4089 2.5964  -0.21
H -0.2168 -0.9973 -3.3515  -0.13
H 2.4786 -0.3406 6.4441  0.42
W -0.4797 -0.0374 1.0034  0.89
N 0.9405 -0.3517 -0.6085  0.21
O -1.3948 -5.8112 4.4118  -0.59
O 2.1798 -1.9222 3.4118  -0.55
S -0.6922 -2.1680 -0.1124  -0.21
N 0.2883 2.7419 -2.6457  0.06
H -3.1620 0.1549 -4.4719  0.46
C 0.2445 -4.8444 -2.4817  -0.89
C 2.3015 0.4660 5.7342  -1.04
H 0.7618 3.3519 -1.9952  0.41
H -2.7217 -2.2674 -4.5943  0.44
S -0.7749 2.1130 -0.3467  -0.36
H -2.2938 -2.3276 -2.9036  0.10
C -0.0722 3.6440 3.3689  0.42
C 0.4061 3.1038 -4.0652  -1.28
O 1.0188 -0.5740 2.0049  -0.50
C -1.6967 2.2841 2.7464  -0.85
H -0.2904 -2.3848 -4.4285  0.33
C 2.6319 3.4257 3.1149  -1.10
H -1.2784 -0.3425 3.3434  0.72
H -1.8941 5.9721 -6.1069  0.33
C -0.7861 -1.4490 -4.1690  -0.68
C 0.0541 1.0019 7.2286  -1.17
C 3.0590 -0.3488 -1.6161  -1.72
O -2.4050 -0.0507 0.9205  -0.45
H -3.9341 -3.4352 2.8013  0.65
H -2.3208 -0.1671 -1.5658  -0.28
H -1.0005 1.2705 7.2432  0.35
N -3.2274 -1.1013 1.5007  0.95
H 0.1911 -5.9321 -2.5758  0.44
H -1.4229 4.2183 -4.2739  0.28
H -3.3978 1.1232 -2.0843  0.45
H 2.7166 5.3043 4.1556  0.46
N -1.4508 1.2498 -2.8371  0.14
H 3.7658 -2.2441 -2.2988  0.54
H 0.0621 2.2722 -4.6830  0.24
H 0.1990 0.1040 7.8262  0.35
C 1.8274 -2.4548 -1.3979  0.11
N -2.3097 -5.1409 3.9836  1.04
C 0.4760 2.5362 2.7331  0.17
C 3.3203 -4.9303 -2.2849  -1.24
C 1.6207 -4.9510 0.2920  -0.90
Si 1.7414 -4.3731 -1.4798  0.29
H -0.0605 5.1697 -3.7071  0.32
S 0.5310 0.7251 5.5126  0.34
O -3.4753 -5.4612 3.9458  -0.60
H 0.5999 -4.8893 0.6749  0.17
C 1.1258 -1.6267 2.9841  -0.52
H 2.3142 1.5436 2.1406  0.54
H 1.4699 3.2055 -4.2804  0.44
H 1.0092 4.9827 -5.9620  0.33
H 0.2588 5.5176 4.4049  0.51
H -2.1531 4.0437 3.7473  0.27
C -1.9597 -3.7895 3.4886  -0.74
H 3.7093 3.3599 3.0370  0.49
H -0.6076 6.4044 -7.2281  0.38
C -0.8152 6.1069 -6.2015  -1.31
H 0.1683 -4.1156 3.9098  0.66
C -2.2458 -1.6953 -3.7960  -0.12
C -0.6560 1.9813 -2.0937  0.19
H 2.2720 -4.3668 0.9476  0.32
H 2.7295 0.1799 4.7756  0.20
H 3.9340 0.1929 -1.9455  0.51
H -0.5222 6.9325 -5.5508  0.34
H 0.2941 -4.4309 -3.4915  0.27
H 1.9365 -5.9942 0.3672  0.51
H 0.6321 1.8230 7.6490  0.34
C 2.9446 -1.7251 -1.8173  0.09
H -0.7006 -0.7953 -5.0431  0.35
C -2.9269 -3.0564 2.9133  -0.84
H 3.3194 -6.0204 -2.3608  0.37
H -0.6887 -4.5147 -2.0192  0.25
H 2.0778 1.3742 -0.7339  0.62
H -1.3018 1.2889 -3.8358  0.14
H 3.4388 -4.5380 -3.2975  0.37
H 4.2002 -4.6534 -1.6991  0.37
C 0.8382 -1.6740 -0.8244  0.56
C -0.2337 -2.1636 3.1667  0.10
O -4.3585 -1.1615 1.0956  -0.72
C -0.3486 4.3809 -4.4094  -0.15
C 2.0462 0.3184 -0.9672  -0.42
C -2.5352 -1.7778 2.3921  -0.34
C 2.0655 4.5376 3.7583  -0.62
C -0.0671 4.8307 -5.8399  -0.42
H -2.6898 1.8951 2.5825  0.66
H -4.1077 -0.7394 -3.3160  0.43
H 2.7818 1.3787 6.0837  0.39
C -0.5622 -3.3944 3.5706  0.05